Entry 1:
{"formula": "C36H71N2O7", "method": "ωB97M-V with the def2-TZVPD basis set", "elements": ["C", "C", "C", "C", "C", "C", "C", "C", "C", "C", "N", "C", "C", "C", "C", "N", "O", "C", "C", "C", "C", "H", "H", "H", "H", "H", "H", "H", "H", "H", "H", "H", "H", "H", "H", "H", "H", "H", "H", "H", "H", "H", "H", "H", "H", "H", "H", "H", "H", "H", "H", "H", "H", "H", "H", "H", "C", "C", "O", "C", "H", "H", "H", "H", "H", "H", "C", "C", "O", "C", "H", "H", "H", "H", "H", "H", "C", "C", "O", "C", "H", "H", "H", "H", "H", "H", "C", "C", "O", "C", "H", "H", "H", "H", "H", "H", "C", "C", "O", "C", "H", "H", "H", "H", "H", "H", "C", "C", "O", "C", "H", "H", "H", "H", "H", "H"], "xyz": [[6.168, 1.984, 0.928], [6.513, 1.346, -0.570], [6.736, 2.481, -1.733], [5.350, 2.833, -2.594], [4.745, 4.209, -1.903], [3.111, 4.356, -2.021], [2.507, 4.870, -0.589], [0.982, 4.382, -0.250], [-0.031, 5.253, -1.195], [-1.259, 6.001, -0.412], [-1.137, 7.129, 0.366], [0.701, 2.770, -0.530], [1.505, 1.773, 0.491], [2.603, 0.946, -0.467], [0.450, 0.635, 1.020], [2.329, 2.445, 1.555], [2.735, 1.439, 2.375], [1.620, 3.545, 2.294], [2.825, 4.478, 2.985], [0.672, 3.065, 3.545], [0.735, 4.575, 1.379], [6.025, 1.104, 1.715], [5.130, 2.535, 0.874], [6.973, 2.771, 1.280], [5.671, 0.597, -0.891], [7.529, 0.749, -0.425], [7.174, 3.441, -1.184], [7.577, 2.166, -2.519], [5.683, 3.139, -3.686], [4.598, 1.937, -2.617], [5.230, 5.140, -2.469], [5.167, 4.244, -0.812], [2.632, 3.379, -2.450], [2.920, 5.207, -2.835], [3.291, 4.605, 0.238], [2.473, 6.062, -0.641], [-0.526, 4.500, -1.976], [0.510, 6.075, -1.863], [-2.333, 5.494, -0.502], [-2.128, 7.312, 0.700], [-0.459, 2.619, -0.290], [0.804, 2.479, -1.679], [3.703, 1.010, -0.009], [2.686, 1.388, -1.548], [2.348, -0.199, -0.541], [-0.342, 0.470, 0.144], [-0.165, 0.924, 1.971], [0.966, -0.432, 1.158], [3.066, 4.069, 4.080], [2.535, 5.608, 3.067], [3.820, 4.285, 2.362], [1.184, 2.305, 4.286], [0.468, 4.046, 4.196], [-0.415, 2.708, 3.204], [-0.404, 4.391, 1.690], [0.931, 5.720, 1.595], [11.431, -1.167, 0.125], [9.960, -1.486, 0.115], [9.144, -0.751, 0.668], [9.527, -2.739, -0.597], [11.597, -0.234, 0.675], [11.982, -1.969, 0.623], [11.791, -1.037, -0.899], [9.993, -3.611, -0.131], [9.802, -2.680, -1.654], [8.439, -2.841, -0.523], [-2.012, -2.161, 2.813], [-2.846, -2.106, 1.561], [-2.870, -1.100, 0.854], [-3.648, -3.329, 1.208], [-1.487, -1.208, 2.942], [-2.655, -2.326, 3.681], [-1.271, -2.960, 2.731], [-4.365, -3.546, 2.004], [-2.980, -4.180, 1.054], [-4.201, -3.145, 0.280], [-6.808, -6.376, 0.847], [-5.758, -6.697, 1.876], [-5.140, -5.807, 2.458], [-5.491, -8.150, 2.166], [-6.893, -5.289, 0.742], [-6.524, -6.800, -0.119], [-7.775, -6.772, 1.167], [-5.148, -8.653, 1.258], [-6.400, -8.626, 2.545], [-4.709, -8.231, 2.928], [-8.294, -2.248, -0.326], [-7.059, -2.652, -1.086], [-6.423, -3.660, -0.782], [-6.631, -1.774, -2.232], [-8.482, -2.974, 0.472], [-8.148, -1.263, 0.123], [-9.156, -2.237, -0.998], [-6.412, -0.768, -1.868], [-7.419, -1.741, -2.989], [-5.725, -2.188, -2.687], [-1.085, -7.710, -1.579], [-1.773, -7.687, -0.240], [-2.813, -8.315, -0.046], [-1.140, -6.867, 0.851], [-1.655, -8.343, -2.269], [-1.038, -6.699, -1.990], [-0.080, -8.125, -1.473], [-1.095, -5.817, 0.549], [-0.137, -7.244, 1.065], [-1.745, -6.944, 1.761], [-6.407, 3.162, -1.654], [-7.156, 2.284, -2.619], [-6.956, 1.071, -2.667], [-8.160, 2.947, -3.525], [-5.717, 2.548, -1.065], [-5.829, 3.910, -2.203], [-7.109, 3.650, -0.973], [-7.660, 3.684, -4.157], [-8.941, 3.424, -2.927], [-8.624, 2.191, -4.167]], "forces_ev_per_angstrom": [[-0.823, -0.239, -0.517], [0.939, 0.085, 0.580], [0.235, -0.233, -0.333], [1.284, 1.450, 0.453], [0.148, -0.052, -0.817], [0.551, 1.043, -0.333], [0.072, 0.612, -0.388], [0.376, -0.649, 0.516], [-1.109, 0.348, -0.576], [-0.012, 2.029, 1.863], [-1.603, -4.533, -3.074], [-1.326, 0.933, 0.568], [0.206, -1.808, -3.302], [1.068, -0.188, 0.217], [-0.573, -0.714, -0.636], [-2.413, -2.831, 1.717], [-0.035, 2.748, -1.438], [0.429, 2.859, 2.166], [0.700, -1.219, 0.501], [-0.645, 0.717, 0.570], [-0.837, 0.161, -0.926], [0.528, 1.977, -1.661], [1.964, -0.961, 0.172], [-1.499, -1.782, -0.738], [1.636, 1.387, 0.632], [-2.243, 1.120, -0.418], [-1.083, -1.805, -1.330], [-1.804, 0.380, 1.831], [-0.852, -0.956, 2.094], [1.480, 1.756, 0.132], [-0.915, -2.033, 1.275], [-1.242, -0.030, -1.894], [0.902, 1.782, 1.086], [0.206, -1.926, 1.692], [-1.751, 0.254, -1.427], [0.099, -2.528, 0.282], [0.938, 1.649, 1.702], [-0.908, -1.748, 1.693], [2.341, 0.952, 0.043], [1.458, -0.124, -0.334], [2.397, 0.462, -0.502], [0.080, 0.566, 2.608], [-2.571, -0.097, -0.833], [-0.358, -0.843, 2.114], [0.342, 2.312, 0.106], [1.701, 0.386, 1.898], [1.339, -0.458, -1.782], [-0.978, 2.584, 0.010], [-0.573, 0.887, -2.378], [0.593, -2.271, -0.314], [-2.123, 0.771, 1.288], [-0.976, 1.392, -1.858], [0.477, -2.004, -1.492], [2.533, 0.540, 0.657], [2.365, 0.357, -1.044], [-0.191, -2.495, -0.118], [-0.021, 0.427, 0.267], [-1.120, 1.005, 0.759], [1.093, -0.971, -0.716], [-0.498, 0.039, 0.087], [-0.070, -0.213, -0.122], [0.049, -0.018, -0.225], [0.088, -0.201, 0.069], [0.107, 0.027, -0.203], [0.144, -0.153, 0.093], [0.249, 0.053, -0.001], [0.199, 0.528, -0.002], [-0.157, 0.970, -1.009], [0.090, -0.990, 0.841], [-0.118, 0.482, -0.373], [-0.095, -0.192, -0.045], [0.114, -0.221, -0.049], [-0.159, -0.081, 0.157], [0.208, -0.270, -0.059], [-0.147, -0.081, 0.266], [0.121, -0.068, 0.222], [0.029, 0.564, 0.183], [0.668, 0.932, 0.609], [-0.702, -1.055, -0.578], [0.354, 0.061, 0.318], [0.086, -0.327, -0.048], [-0.150, -0.089, 0.075], [0.062, -0.211, -0.136], [-0.148, -0.025, 0.057], [-0.001, -0.049, -0.188], [-0.158, 0.026, -0.184], [-0.006, -0.391, 0.371], [0.918, -1.089, -0.003], [-0.774, 1.159, -0.277], [0.410, -0.456, 0.162], [0.048, 0.144, -0.163], [-0.133, 0.026, -0.189], [0.058, 0.223, 0.037], [-0.237, -0.215, -0.187], [0.001, 0.278, 0.129], [-0.199, 0.022, 0.127], [-0.334, -0.305, -0.239], [-1.379, -0.799, 0.269], [1.291, 0.783, -0.253], [-0.354, -0.122, 0.376], [0.111, 0.141, 0.178], [0.210, -0.053, 0.070], [0.030, 0.226, -0.033], [0.220, -0.074, -0.021], [0.036, 0.201, -0.118], [0.094, 0.021, -0.215], [0.281, -0.390, 0.217], [0.251, -1.460, -0.063], [-0.337, 1.860, -0.037], [-0.140, -0.440, -0.239], [-0.155, 0.114, -0.143], [-0.180, 0.111, 0.090], [0.071, 0.167, -0.145], [-0.122, 0.118, 0.158], [0.133, 0.171, -0.085], [0.122, 0.157, 0.157]], "mulliken_spin": [-0.01, 0.00, 0.00, 0.00, 0.00, 0.00, 0.01, 0.00, 0.00, 0.00, 0.00, 0.00, 0.01, 0.02, 0.01, 0.24, 0.64, 0.04, 0.01, 0.02, 0.00, 0.00, 0.01, 0.00, 0.00, 0.00, 0.00, 0.00, 0.00, 0.00, 0.00, 0.00, 0.00, 0.00, -0.01, 0.00, 0.00, 0.00, 0.00, 0.00, 0.00, 0.00, 0.00, 0.00, 0.00, 0.00, 0.00, 0.00, 0.00, 0.00, 0.01, 0.00, 0.00, 0.00, 0.00, 0.00, 0.00, 0.00, 0.00, 0.00, 0.00, 0.00, 0.00, 0.00, 0.00, 0.00, 0.00, 0.00, 0.00, 0.00, 0.00, 0.00, 0.00, 0.00, 0.00, 0.00, 0.00, 0.00, 0.00, 0.00, 0.00, 0.00, 0.00, 0.00, 0.00, 0.00, 0.00, 0.00, 0.00, 0.00, 0.00, 0.00, 0.00, 0.00, 0.00, 0.00, 0.00, 0.00, 0.00, 0.00, 0.00, 0.00, 0.00, 0.00, 0.00, 0.00, 0.00, 0.00, 0.00, 0.00, 0.00, 0.00, 0.00, 0.00, 0.00, 0.00], "total_energy_ha": -2050.0648, "orbital_gap_ev": [9.3, 8.9], "multiplicity": 2, "fmax_ev_per_a": 5.7}


Entry 2:
{"formula": "C36H72Br4O14", "method": "ωB97M-V with the def2-TZVPD basis set", "elements": ["C", "C", "O", "C", "H", "H", "H", "H", "H", "H", "C", "C", "O", "C", "H", "H", "H", "H", "H", "H", "C", "C", "O", "C", "H", "H", "H", "H", "H", "H", "C", "C", "O", "C", "H", "H", "H", "H", "H", "H", "O", "C", "O", "C", "C", "C", "H", "H", "H", "H", "H", "H", "H", "H", "O", "C", "O", "C", "C", "C", "H", "H", "H", "H", "H", "H", "H", "H", "O", "C", "O", "C", "C", "C", "H", "H", "H", "H", "H", "H", "H", "H", "O", "C", "O", "C", "C", "C", "H", "H", "H", "H", "H", "H", "H", "H", "O", "C", "O", "C", "C", "C", "H", "H", "H", "H", "H", "H", "H", "H", "Br", "C", "C", "Br", "H", "H", "H", "H", "Br", "C", "C", "Br", "H", "H", "H", "H"], "xyz": [[0.544, 0.653, -3.270], [-0.516, 0.932, -4.338], [-0.697, 2.100, -4.661], [-1.381, -0.191, -4.848], [1.176, -0.166, -3.614], [0.008, 0.485, -2.336], [1.184, 1.490, -2.990], [-2.104, 0.337, -5.470], [-1.910, -0.615, -3.994], [-0.875, -1.000, -5.375], [-3.358, 1.803, -0.816], [-2.297, 1.699, -1.890], [-1.661, 0.664, -2.031], [-2.126, 2.969, -2.788], [-3.412, 2.868, -0.587], [-3.055, 1.298, 0.101], [-4.266, 1.543, -1.359], [-3.083, 3.429, -3.031], [-1.515, 2.766, -3.668], [-1.645, 3.774, -2.232], [0.785, -0.327, -0.655], [-0.181, -0.757, 0.514], [-0.003, -1.836, 1.052], [-1.205, 0.245, 0.920], [0.227, 0.271, -1.375], [1.174, -1.210, -1.162], [1.526, 0.245, -0.097], [-2.170, -0.214, 0.706], [-1.200, 1.163, 0.333], [-0.963, 0.381, 1.974], [0.261, -3.408, 2.865], [1.705, -3.831, 2.643], [2.209, -4.780, 3.244], [2.562, -2.995, 1.700], [-0.238, -3.063, 1.959], [0.201, -2.627, 3.623], [-0.381, -4.223, 3.198], [2.223, -2.977, 0.665], [3.560, -3.430, 1.756], [2.660, -1.963, 2.036], [4.584, 1.607, -0.433], [3.762, 1.988, -1.269], [4.046, 2.495, -2.475], [5.331, 2.487, -3.021], [6.041, 1.197, -3.055], [2.261, 2.027, -1.051], [5.985, 3.218, -2.543], [5.210, 2.931, -4.009], [5.703, 0.509, -3.830], [6.055, 0.637, -2.120], [7.097, 1.297, -3.305], [2.063, 3.085, -1.222], [2.032, 1.818, -0.007], [1.703, 1.396, -1.744], [4.930, -1.636, -1.335], [3.858, -1.217, -1.739], [2.872, -0.803, -0.871], [2.961, -1.056, 0.542], [3.712, 0.035, 1.340], [3.586, -0.963, -3.192], [3.311, -2.076, 0.707], [1.951, -1.131, 0.943], [3.913, -0.274, 2.366], [3.051, 0.901, 1.384], [4.685, 0.258, 0.901], [2.987, -1.707, -3.716], [4.556, -0.743, -3.638], [3.068, -0.004, -3.154], [0.993, 1.238, 1.774], [1.420, 0.659, 2.791], [2.007, 1.284, 3.851], [2.229, 2.693, 3.838], [0.945, 3.393, 4.272], [1.365, -0.842, 3.042], [2.601, 3.120, 2.907], [3.006, 2.961, 4.553], [0.116, 3.089, 3.633], [1.064, 4.476, 4.276], [0.754, 3.138, 5.314], [2.413, -1.133, 3.111], [0.845, -1.386, 2.253], [0.873, -1.027, 3.997], [-5.093, 0.526, -1.383], [-4.887, -0.492, -0.686], [-5.817, -1.261, -0.119], [-7.181, -0.781, -0.248], [-8.170, -1.762, 0.297], [-3.484, -1.047, -0.455], [-7.418, -0.574, -1.292], [-7.349, 0.157, 0.280], [-8.003, -1.973, 1.354], [-8.070, -2.679, -0.284], [-9.167, -1.328, 0.228], [-3.524, -2.127, -0.313], [-2.982, -0.565, 0.383], [-2.864, -0.749, -1.300], [-2.725, -3.698, -1.114], [-1.621, -4.106, -0.706], [-0.402, -3.851, -1.288], [-0.431, -3.196, -2.608], [-0.283, -1.684, -2.498], [-1.452, -4.819, 0.624], [-1.342, -3.431, -3.160], [0.425, -3.640, -3.116], [0.743, -1.424, -2.236], [-1.061, -1.371, -1.802], [-0.551, -1.202, -3.438], [-1.352, -4.141, 1.471], [-0.663, -5.561, 0.744], [-2.338, -5.423, 0.821], [0.380, 2.210, -0.790], [-0.343, 3.756, 0.093], [-0.012, 3.658, 1.619], [-1.073, 5.027, 2.623], [-1.412, 3.829, -0.110], [0.110, 4.607, -0.416], [1.040, 3.754, 1.887], [-0.302, 2.728, 2.110], [-1.239, 1.821, 3.014], [-1.164, 0.508, 4.469], [-2.591, 0.273, 5.007], [-2.416, -0.968, 6.577], [-0.518, 0.801, 5.297], [-0.801, -0.420, 4.029], [-3.347, -0.061, 4.297], [-2.954, 1.235, 5.368]], "forces_ev_per_angstrom": [[0.477, 0.739, -2.513], [1.724, 1.019, 0.738], [1.069, -2.176, -2.021], [-0.869, 1.101, -0.434], [-0.153, 0.220, 0.345], [0.085, -0.073, -3.772], [-0.440, 0.350, -2.004], [-0.065, -0.419, -0.348], [-0.301, 0.180, -0.380], [0.117, 0.222, -0.095], [4.134, 3.839, -0.183], [-1.014, 1.604, 0.645], [-1.961, 0.450, -0.464], [-0.649, -0.369, 1.088], [-0.046, 0.267, 0.240], [-0.948, -0.034, -0.537], [1.007, 0.900, 0.597], [-0.329, -0.410, -0.096], [-1.114, 0.877, 1.081], [0.229, -0.230, 0.345], [-2.963, -1.211, 3.858], [0.305, 1.622, -3.938], [-1.556, 1.552, -2.708], [0.939, -2.742, -0.639], [0.822, -1.783, 3.135], [-0.248, 1.301, 2.566], [-1.089, -0.229, -0.657], [3.041, 1.105, 2.062], [0.393, -0.407, 0.737], [-0.651, -1.555, -1.819], [-0.713, -1.801, 0.737], [0.325, -1.064, 0.859], [-0.794, 1.099, -0.742], [-0.603, -3.419, 2.465], [0.821, -0.547, 1.468], [-0.091, -0.510, -0.108], [0.623, -0.431, 0.614], [-0.889, -1.159, 0.727], [0.094, -0.244, -0.138], [-0.253, -2.545, 0.563], [-0.661, 1.882, -2.528], [2.029, -1.478, 1.170], [-0.960, -0.239, 0.017], [1.331, 1.554, -0.433], [0.994, -1.947, -0.382], [10.125, 0.550, -0.169], [-0.197, 0.107, 0.654], [-0.152, -0.340, -0.201], [-0.222, 0.302, -0.011], [-0.274, 0.258, 0.072], [0.076, 0.568, 0.017], [1.756, 0.118, -0.621], [2.900, -0.338, -0.186], [2.931, -0.344, -0.114], [-1.178, 0.099, -0.415], [1.730, -0.544, 2.234], [4.012, -0.624, -2.094], [2.365, 1.297, -0.788], [0.332, -0.919, -0.264], [-0.151, 1.076, 0.717], [2.039, 2.718, -2.227], [0.662, 0.569, -1.346], [-0.095, -0.297, 0.041], [1.023, 0.068, -0.184], [-0.533, -0.188, 0.319], [0.154, -0.039, 0.166], [-0.448, -0.761, -0.153], [-0.188, -0.045, -0.575], [2.733, -1.390, 2.684], [-0.145, 0.789, -0.423], [-0.071, -0.791, -1.190], [-0.531, 1.520, 0.481], [1.101, 0.129, 0.562], [0.210, 2.250, 1.273], [-0.103, -0.704, -0.484], [0.117, -0.749, 0.145], [1.299, 0.887, 1.567], [0.118, -0.038, -0.240], [-0.269, -0.261, 0.027], [-0.638, 0.370, 0.949], [0.661, 0.846, 1.298], [0.583, 0.244, 0.013], [-4.342, -5.843, 0.796], [0.990, 0.599, -1.424], [-0.704, 1.038, -0.055], [-0.539, 0.698, -0.125], [0.404, -0.581, 0.130], [-1.912, -0.267, -0.791], [0.353, -0.089, -0.103], [0.691, 0.197, 0.060], [0.150, -0.091, -0.025], [-0.437, -0.172, 0.199], [-0.010, -0.158, -0.267], [-0.030, 0.400, 0.056], [-3.503, -1.555, -1.035], [-0.240, -0.341, 0.102], [3.143, -1.491, 0.312], [-0.705, 1.164, -0.051], [-1.846, -0.093, -0.443], [0.260, 0.084, 0.037], [-0.889, -2.740, -1.309], [-0.756, -0.911, 0.119], [-0.077, -0.352, 0.314], [-0.085, -0.075, -0.073], [-1.622, -0.958, -1.544], [0.662, 0.132, 0.177], [0.526, -1.307, 0.831], [-0.329, 0.019, -0.672], [0.514, 0.436, -0.616], [-0.355, 0.307, -0.176], [-16.159, 5.980, 2.702], [-0.469, 0.339, 1.184], [-0.146, 2.225, -2.101], [0.145, 0.265, -0.991], [-0.017, -0.035, 0.407], [0.188, 0.145, 0.350], [-0.228, 0.603, -0.526], [1.656, 2.233, -2.791], [-6.158, -1.221, 7.060], [-1.842, -1.073, -0.017], [0.719, 0.746, 0.533], [-0.306, 0.592, -0.939], [0.115, 0.416, -0.418], [-0.136, 0.245, 0.005], [0.449, -0.550, 0.032], [-0.051, -0.220, 0.432]], "lowdin_charge": [-0.09, -0.38, 0.03, -0.01, 0.09, -0.03, 0.07, 0.10, 0.08, 0.10, -0.03, -0.39, -0.12, 0.01, 0.09, 0.07, 0.01, 0.09, 0.00, 0.07, -0.17, -0.30, -0.03, -0.14, -0.05, 0.08, 0.05, 0.02, 0.02, -0.06, -0.05, -0.36, 0.06, -0.08, 0.02, 0.07, 0.09, 0.12, 0.13, 0.02, 0.06, -0.42, 0.01, -0.23, -0.08, -0.44, 0.13, 0.13, 0.06, 0.08, 0.09, 0.09, 0.04, -0.01, 0.11, -0.45, -0.12, -0.26, 0.00, 0.04, 0.05, 0.06, 0.10, 0.06, 0.09, 0.10, 0.06, 0.07, -0.13, -0.45, 0.02, -0.19, -0.18, -0.01, 0.12, 0.13, -0.13, 0.06, 0.09, 0.10, 0.03, 0.09, 0.04, -0.39, 0.04, -0.23, -0.07, 0.05, 0.12, 0.13, 0.08, 0.08, 0.08, 0.08, 0.02, 0.09, 0.04, -0.44, -0.01, -0.13, -0.09, 0.02, 0.12, 0.12, 0.05, 0.09, 0.03, 0.05, 0.10, 0.09, 1.29, -0.43, -0.65, 0.69, 0.04, 0.07, 0.06, -0.23, 1.12, -0.50, -0.61, 0.59, 0.08, 0.04, 0.06, 0.05], "total_energy_ha": -12763.1800, "orbital_gap_ev": 7.4, "e_above_lowest_kcal_mol": 714.3, "fmax_ev_per_a": 17.4}